1.
{"formula": "H4O2", "method": "ωB97M-V/def2-TZVPD", "elements": ["O", "O", "H", "H", "H", "H"], "xyz": [[1.453, -0.119, 2.501], [-1.543, -1.299, -3.813], [-2.488, -1.544, -3.932], [-1.051, -1.911, -4.405], [1.339, -1.095, 2.542], [2.314, 0.050, 2.947]], "forces_ev_per_angstrom": [[0.77, -0.83, 0.51], [-0.47, -0.89, -0.74], [1.04, 0.24, 0.10], [-0.57, 0.65, 0.63], [0.16, 1.06, -0.03], [-0.93, -0.22, -0.48]], "energy_ha": -152.86517, "multiplicity": 1, "lumo_ha": 0.040, "smiles": "O.O", "homo_energy_ev": -11.492, "relative_energy_kcal_mol": 6.1, "homo_lumo_gap_ev": 12.6}


2.
{"formula": "C5H25NO8", "method": "ωB97M-V/def2-TZVPD", "elements": ["O", "C", "O", "H", "H", "H", "H", "H", "H", "H", "O", "C", "H", "O", "O", "H", "H", "H", "C", "H", "H", "O", "H", "H", "C", "H", "H", "O", "O", "H", "N", "H", "H", "H", "H", "H", "H", "H", "C"], "xyz": [[1.355, -2.995, 0.792], [-1.663, -0.971, 2.168], [0.286, -0.315, -3.241], [2.939, 0.837, 0.950], [-1.070, 3.769, -1.367], [1.161, 0.432, 2.793], [1.522, 0.764, -1.666], [-2.418, -1.472, 2.650], [-1.925, -0.719, 1.220], [-3.102, 1.534, 1.591], [-2.813, -2.213, -0.875], [0.814, -0.444, 2.264], [-0.338, 0.369, -1.896], [-1.040, 0.495, -1.126], [1.216, -2.369, -2.062], [1.601, -1.263, 2.477], [-0.517, -0.140, -3.769], [-3.207, -1.529, -0.439], [2.083, 0.537, 0.383], [-2.060, -1.791, -1.326], [1.753, -1.828, -1.507], [-0.392, 3.220, -1.657], [3.018, 1.184, -1.240], [0.699, -2.338, 0.494], [-0.488, -0.885, 2.855], [0.103, -1.115, -2.780], [0.345, 3.131, 1.515], [-2.545, 1.823, 0.874], [1.188, 3.138, 1.106], [0.321, 3.162, -0.983], [2.239, 0.585, -1.030], [1.359, 2.488, 0.467], [-2.058, 1.195, 0.414], [0.784, -3.808, 1.042], [0.163, -0.201, 0.314], [1.705, -2.629, -2.830], [-0.465, -1.034, 4.001], [-1.558, 1.409, -1.433], [1.001, -0.012, 0.859]], "forces_ev_per_angstrom": [[-1.69, -1.89, 0.58], [3.17, -0.50, 3.32], [-0.70, 1.93, -1.56], [0.36, -0.05, 0.28], [-1.52, 1.65, 1.19], [0.20, 0.19, 1.05], [-1.61, 0.20, -0.62], [-2.02, -0.73, 1.39], [0.30, 0.67, -2.86], [0.22, -0.78, -0.01], [2.17, -2.66, -2.19], [2.28, -0.28, 1.56], [-1.91, 0.50, 1.71], [-1.22, 3.08, -2.79], [-1.61, -0.87, 0.09], [-1.26, 1.12, -0.09], [0.59, 0.02, 0.15], [-1.79, 2.90, 1.86], [-0.44, -0.87, -2.01], [-0.41, -0.20, 0.31], [1.08, 0.60, 0.54], [2.39, -1.81, -0.89], [0.21, 0.05, -0.49], [0.28, -0.49, 0.19], [-1.28, 0.61, -0.50], [0.28, -1.82, 0.61], [-1.34, -0.74, 0.11], [-1.28, 3.33, 0.72], [1.62, 2.83, 0.80], [-1.11, 0.50, -0.39], [2.85, 0.64, 1.20], [-0.42, -1.82, -0.71], [1.20, -2.38, -0.65], [1.43, 2.08, -0.70], [-1.71, -0.50, -2.22], [0.66, -0.04, -0.45], [-0.10, -0.28, -2.13], [2.33, -3.38, 0.97], [-0.18, -0.84, 2.60]], "energy_ha": -862.04470, "multiplicity": 1, "lumo_ha": 0.011, "smiles": "C=CC/C=C/N.O.O.O.O.O.O.O.O", "homo_energy_ev": -8.232, "relative_energy_kcal_mol": 118.7, "homo_lumo_gap_ev": 8.5}


3.
{"formula": "C5H5NO2", "method": "ωB97M-V/def2-TZVPD", "elements": ["H", "N", "O", "C", "C", "H", "H", "O", "C", "C", "H", "H", "C"], "xyz": [[0.231, -1.393, -1.447], [0.020, -0.020, 1.603], [1.750, 1.969, 0.025], [-1.176, 0.584, -0.462], [0.780, -0.958, -0.553], [0.337, -0.983, 1.634], [-3.302, 0.919, -1.082], [2.002, -0.196, -0.880], [0.134, 0.209, 0.150], [1.420, 0.856, -0.192], [1.081, -1.802, 0.114], [-0.968, 0.047, 1.834], [-2.310, 0.766, -0.744]], "forces_ev_per_angstrom": [[0.93, 0.77, 0.87], [-0.16, 0.03, -0.81], [1.23, -0.08, -0.26], [2.83, -0.08, 1.27], [0.19, -3.00, -1.40], [-0.45, 0.01, 1.15], [-0.17, 0.08, 0.01], [-1.31, 0.66, 0.81], [-1.75, -1.35, 0.05], [0.14, 2.40, -0.78], [-0.33, 0.57, -0.46], [0.30, -0.26, 0.27], [-1.45, 0.25, -0.71]], "energy_ha": -398.64844, "multiplicity": 1, "lumo_ha": 0.026, "homo_energy_ev": -10.081, "relative_energy_kcal_mol": 81.6, "homo_lumo_gap_ev": 10.8}


4.
{"formula": "C11H15NO", "method": "ωB97M-V/def2-TZVPD", "elements": ["H", "H", "N", "H", "H", "H", "C", "C", "C", "C", "H", "C", "H", "H", "O", "C", "C", "C", "H", "C", "H", "H", "H", "H", "H", "H", "C", "C"], "xyz": [[2.056, -1.353, 1.426], [3.667, 0.560, -0.105], [3.499, -1.665, 0.185], [1.942, 1.854, -1.344], [-4.831, -1.670, 0.423], [2.960, 0.883, 1.547], [-1.135, -0.580, -0.470], [1.803, 1.663, -0.295], [0.407, 1.260, -0.154], [-1.937, 1.531, 0.265], [1.770, -0.958, -1.637], [1.278, -1.135, -0.620], [-3.423, -2.139, -0.618], [1.827, 2.617, 0.207], [-3.478, -0.261, 0.057], [2.393, -0.956, 0.408], [-2.134, 0.129, -0.007], [0.237, -0.151, -0.371], [-1.285, -1.603, -0.595], [2.769, 0.626, 0.382], [3.924, -1.425, 1.079], [4.063, -1.064, -0.337], [1.162, -2.295, -0.605], [-3.094, -2.107, 1.018], [-2.771, 2.213, 0.613], [-0.563, 3.173, 0.008], [-3.718, -1.618, 0.279], [-0.641, 2.073, 0.110]], "forces_ev_per_angstrom": [[-0.50, 1.19, -1.15], [2.41, 0.71, -1.12], [3.85, -2.59, 1.12], [0.83, -0.17, -0.57], [1.27, -0.43, 0.16], [-0.29, -0.10, -2.76], [4.16, -1.41, 0.74], [0.55, 0.18, 1.35], [1.22, -4.43, -0.63], [0.15, 0.05, 0.17], [-0.48, -0.06, 0.98], [3.00, -2.06, -1.04], [-0.42, -0.59, -0.67], [0.84, 0.54, 0.13], [1.46, 0.82, 0.67], [-5.51, 3.85, 1.18], [-3.79, 4.91, 0.94], [-4.62, 1.41, -0.28], [-0.20, -1.70, -0.65], [-2.47, -0.16, 3.85], [1.13, -1.34, 0.25], [1.54, 0.32, -2.19], [-1.12, 2.06, -0.15], [-0.19, 0.36, 0.92], [0.92, -1.16, -0.69], [0.26, -0.70, 0.69], [-1.04, -0.31, -1.00], [-2.98, 0.81, -0.24]], "energy_ha": -558.03199, "multiplicity": 1, "lumo_ha": 0.034, "smiles": "COc1ccc2c(c1)C[C@@H](N)CC2", "homo_energy_ev": -8.170, "relative_energy_kcal_mol": 71.4, "homo_lumo_gap_ev": 9.1}


Which value of multiplicity does entry 1 give?
1